No. 1
Computed, not measured: C49H45F5N2O2P3S5Sc as an isolated structure in a non-equilibrium geometry, with ωB97M-V/def2-TZVPD.

Cartesian coordinates (Å):
Sc -0.60607 -0.36067 -0.85653
S -1.72416 -1.30596 1.41532
P -1.04916 -3.15313 0.68411
C 0.25113 -2.50752 -0.27986
P 1.90634 -1.98930 0.10470
S 2.05548 -0.05388 -0.42631
C 2.69448 -2.18985 1.70039
C 2.66768 -1.17285 2.62939
C 3.50293 -1.25336 3.72455
C 4.34910 -2.33431 3.92963
C 4.43930 -3.29379 2.93011
C 3.59505 -3.23476 1.82081
C 3.04504 -2.80125 -1.05242
C 2.58785 -3.54024 -2.19255
C 3.54927 -4.10124 -3.02177
C 4.87846 -3.70157 -2.96183
C 5.30606 -2.84959 -1.97461
C 4.43129 -2.38574 -1.00886
C -0.65435 -4.64941 1.67523
C -0.94718 -4.63527 3.03636
C -0.86957 -5.84252 3.76107
C -0.26670 -6.95834 3.18211
C 0.02688 -6.92984 1.81480
C -0.10383 -5.78889 1.03866
C -2.43365 -3.82044 -0.24414
C -3.57951 -4.05974 0.52417
C -4.75899 -4.46585 -0.04930
C -4.74308 -4.74669 -1.39411
C -3.64595 -4.52054 -2.21441
C -2.45355 -4.02749 -1.65984
H 2.01122 -0.30619 2.50871
H 3.51164 -0.44137 4.45860
H 4.94129 -2.44146 4.83233
H 5.14336 -4.12918 2.97045
H 3.69039 -4.02623 1.10205
H 1.53982 -3.62755 -2.42679
H 3.19048 -4.82674 -3.71062
H 5.57541 -4.04143 -3.70436
H 6.35225 -2.54969 -2.01693
H 4.74615 -1.66244 -0.24262
H -1.37742 -3.72891 3.52875
H -1.17317 -5.93912 4.77647
H -0.06633 -7.91121 3.67168
H 0.51025 -7.86472 1.43547
H -0.02285 -5.79246 -0.01701
H -3.48898 -3.88148 1.58160
H -5.67481 -4.57815 0.54201
H -5.66886 -5.08253 -1.83644
H -3.74447 -4.61429 -3.29270
H -1.60512 -3.76637 -2.32108
C -2.26356 2.28133 0.06914
N -2.12905 1.16533 -0.85494
C -2.85999 1.02391 -1.99516
C -2.54386 0.02266 -2.91299
C -2.98420 -0.19531 -4.23254
C -2.16161 -1.17886 -4.81369
C -1.35205 -1.62168 -3.78738
N -1.58996 -0.95672 -2.62514
C -3.37883 3.30959 -0.21112
C -3.32822 4.11399 -1.35161
C -4.38529 4.90762 -1.64249
C -5.58378 4.84193 -0.87984
C -5.57005 4.17605 0.30599
C -4.45003 3.40783 0.67482
H -1.29581 2.79141 0.29313
H -2.47721 1.79278 1.04987
H -3.58170 1.82776 -2.25572
H -3.70482 0.41574 -4.72041
H -2.16955 -1.52710 -5.85511
H -0.59188 -2.43822 -3.91791
H -2.52797 3.98038 -2.06890
H -4.32441 5.68044 -2.41516
H -6.47904 5.34649 -1.22962
H -6.41117 4.21476 0.97093
H -4.41555 2.82244 1.64927
C -1.27787 6.09802 2.40024
C -0.00317 6.24637 3.26685
C 1.17354 6.89033 2.61278
O 0.50416 4.91920 3.72563
P 0.13701 3.47356 3.08521
S -1.63505 2.89034 3.70274
S 0.70042 3.46778 1.21259
O 1.15244 2.54336 3.94842
C 2.59375 2.65442 4.17173
C 2.71743 3.48139 5.41943
C 3.43329 3.23197 3.05934
H -1.61802 7.13695 2.40665
H -1.97936 5.47830 2.92907
H -1.05962 5.81255 1.38039
H -0.21277 6.65214 4.27154
H 1.45892 6.33336 1.69856
H 2.04730 6.93497 3.34347
H 0.93788 7.87478 2.28618
H 2.87645 1.59010 4.31430
H 2.13668 4.37093 5.25541
H 3.76588 3.77357 5.56896
H 2.24037 2.96286 6.29294
H 3.14546 4.20287 2.80526
H 3.40303 2.62110 2.14440
H 4.41471 3.21737 3.51091
F 1.36518 1.27433 -8.43386
C 1.14143 1.40544 -7.09342
C 1.31925 0.29421 -6.24867
F 1.52959 -0.92461 -6.74933
C 1.20006 0.48729 -4.87835
F 1.36490 -0.57991 -4.09635
C 0.81592 1.72476 -4.30352
S 0.83073 2.02203 -2.62183
C 0.56890 2.76109 -5.24242
F 0.03133 3.95365 -4.82622
C 0.80446 2.66827 -6.59931
F 0.69414 3.73585 -7.43759

- total charge = -2
- spin multiplicity = 1
- HOMO energy (Ha) = -0.0791
- orbital gap (eV) = 6.0
- LUMO (Eh) = 0.1410

Löwdin population analysis, charges in e, atoms 1 to 99: atom 1 (Sc): 0.578, atom 2 (S): 0.246, atom 3 (P): 0.466, atom 4 (C): -0.645, atom 5 (P): 0.417, atom 6 (S): 0.284, atom 7 (C): -0.348, atom 8 (C): -0.084, atom 9 (C): -0.085, atom 10 (C): -0.097, atom 11 (C): -0.094, atom 12 (C): -0.107, atom 13 (C): -0.328, atom 14 (C): -0.065, atom 15 (C): -0.100, atom 16 (C): -0.117, atom 17 (C): -0.116, atom 18 (C): -0.096, atom 19 (C): -0.315, atom 20 (C): -0.087, atom 21 (C): -0.088, atom 22 (C): -0.109, atom 23 (C): -0.109, atom 24 (C): -0.066, atom 25 (C): -0.344, atom 26 (C): -0.117, atom 27 (C): -0.098, atom 28 (C): -0.121, atom 29 (C): -0.083, atom 30 (C): -0.050, atom 31 (H): 0.107, atom 32 (H): 0.092, atom 33 (H): 0.094, atom 34 (H): 0.097, atom 35 (H): 0.100, atom 36 (H): 0.079, atom 37 (H): 0.084, atom 38 (H): 0.088, atom 39 (H): 0.098, atom 40 (H): 0.110, atom 41 (H): 0.111, atom 42 (H): 0.083, atom 43 (H): 0.093, atom 44 (H): 0.107, atom 45 (H): 0.094, atom 46 (H): 0.089, atom 47 (H): 0.106, atom 48 (H): 0.090, atom 49 (H): 0.099, atom 50 (H): 0.085, atom 51 (C): -0.218, atom 52 (N): -0.089, atom 53 (C): -0.048, atom 54 (C): -0.326, atom 55 (C): -0.045, atom 56 (C): -0.100, atom 57 (C): -0.199, atom 58 (N): -0.048, atom 59 (C): -0.202, atom 60 (C): -0.070, atom 61 (C): -0.099, atom 62 (C): -0.114, atom 63 (C): -0.113, atom 64 (C): -0.026, atom 65 (H): -0.007, atom 66 (H): 0.072, atom 67 (H): 0.136, atom 68 (H): 0.084, atom 69 (H): 0.095, atom 70 (H): 0.122, atom 71 (H): 0.125, atom 72 (H): 0.100, atom 73 (H): 0.088, atom 74 (H): 0.087, atom 75 (H): 0.128, atom 76 (C): -0.093, atom 77 (C): -0.429, atom 78 (C): -0.081, atom 79 (O): -0.395, atom 80 (P): -0.198, atom 81 (S): 0.183, atom 82 (S): 0.313, atom 83 (O): -0.370, atom 84 (C): -0.449, atom 85 (C): -0.065, atom 86 (C): -0.087, atom 87 (H): 0.071, atom 88 (H): 0.017, atom 89 (H): 0.053, atom 90 (H): 0.136, atom 91 (H): 0.068, atom 92 (H): 0.101, atom 93 (H): 0.053, atom 94 (H): 0.114, atom 95 (H): 0.056, atom 96 (H): 0.074, atom 97 (H): 0.097, atom 98 (H): 0.036, atom 99 (H): 0.071

No. 2
Computed, not measured: C49H45FeN9OP2S as an isolated structure, with ωB97M-V/def2-TZVPD.

Cartesian coordinates (Å):
Fe 0.57097 -0.58811 -0.17878
O -1.01943 3.22656 0.04228
C -1.66829 3.48184 1.23607
C -2.43165 4.61860 1.47371
C -2.98504 4.83425 2.72280
C -2.79035 3.91932 3.74367
C -2.07426 2.76568 3.49114
C -1.51853 2.52137 2.23593
P -0.57383 0.95083 1.98711
C -1.79579 -0.16070 2.78582
C -1.80663 -0.52915 4.12923
C -2.86062 -1.27512 4.64083
C -3.92139 -1.64121 3.82583
C -3.92986 -1.25805 2.49224
C -2.87074 -0.52914 1.97624
C 0.77717 1.27150 3.18695
C 1.26290 0.31896 4.08051
C 2.32408 0.61475 4.92314
C 2.92091 1.86634 4.87634
C 2.45667 2.81737 3.97902
C 1.39531 2.52258 3.13689
C -1.60362 3.64861 -1.14040
C -1.80540 4.97223 -1.49329
C -2.42389 5.25573 -2.70307
C -2.81998 4.23678 -3.55452
C -2.54830 2.91591 -3.23262
C -1.92395 2.62080 -2.02770
P -1.13727 1.00253 -1.65201
C 0.43828 1.51432 -2.45357
C 0.59308 1.75839 -3.81765
C 1.77124 2.31033 -4.29403
C 2.79860 2.63863 -3.41669
C 2.64143 2.42891 -2.05545
C 1.46485 1.87255 -1.57626
C -2.16287 -0.04920 -2.74450
C -1.79721 -0.76639 -3.87517
C -2.72836 -1.55165 -4.54450
C -4.03479 -1.62883 -4.09052
C -4.41093 -0.92811 -2.95152
C -3.48026 -0.15265 -2.28193
H -2.60741 5.33970 0.69303
H -3.56718 5.72944 2.89471
H -3.20417 4.09550 4.72711
H -1.95321 2.03977 4.28081
H -1.00938 -0.22634 4.79217
H -2.86271 -1.54478 5.68895
H -4.74118 -2.21906 4.23198
H -4.76351 -1.52939 1.85629
H -2.88275 -0.21476 0.93566
H 0.80116 -0.65697 4.13344
H 2.67922 -0.13497 5.61938
H 3.73230 2.10856 5.55017
H 2.91322 3.79789 3.93926
H 1.03344 3.27112 2.44187
H -1.45932 5.77912 -0.86373
H -2.59375 6.28683 -2.98227
H -3.31168 4.46772 -4.48987
H -2.82419 2.12460 -3.91723
H -0.21583 1.53614 -4.50459
H 1.87704 2.50926 -5.35306
H 3.70833 3.08494 -3.79597
H 3.42708 2.71377 -1.36721
H 1.31523 1.78840 -0.49861
H -0.79850 -0.70518 -4.27579
H -2.42732 -2.09179 -5.43397
H -4.76613 -2.21803 -4.62798
H -5.43052 -0.97563 -2.59248
H -3.77269 0.40129 -1.39508
N 4.08715 -1.06813 2.48402
C 3.43659 -0.27055 1.63520
N 2.24571 -0.77285 1.40826
C 2.22623 -1.91194 2.15795
N 3.33421 -2.12455 2.82156
C 1.02976 -2.73230 2.23411
C 0.85736 -3.72317 3.20057
N -0.28838 -4.37337 3.31249
C -1.24971 -4.08199 2.44571
C -1.05999 -3.13869 1.44470
N 0.06888 -2.44474 1.35822
H 5.00547 -0.96078 2.88218
H 3.81681 0.65032 1.22976
H 1.65576 -3.97456 3.88792
H -2.19184 -4.60369 2.55847
H -1.81567 -2.93604 0.69911
C 6.43453 -3.03501 -0.95104
C 6.12649 -1.55478 -1.21180
C 4.74394 -1.36946 -1.74042
N 3.70939 -1.09349 -1.03545
N 2.53479 -1.00895 -1.73414
C 2.72113 -1.23602 -3.01066
N 1.73991 -1.27015 -3.93626
S 4.36879 -1.57373 -3.43757
H 7.43827 -3.14777 -0.54456
H 6.38177 -3.60920 -1.87621
H 5.71954 -3.45571 -0.24358
H 6.83945 -1.15133 -1.93206
H 6.21748 -0.98011 -0.28997
H 0.87758 -0.83804 -3.66096
H 1.99338 -1.19014 -4.90547
C -1.77730 -5.39361 -1.56184
C -1.09261 -4.45666 -2.56966
C -0.60281 -3.25567 -1.92980
N -0.23407 -2.31132 -1.39731
H -2.08598 -6.30412 -2.06963
H -2.66087 -4.92347 -1.13190
H -1.09629 -5.66333 -0.75570
H -1.79200 -4.15700 -3.35281
H -0.25064 -4.95840 -3.05002

- total charge = +2
- spin multiplicity = 5
- HOMO energy (spin up / spin down) (Ha) = -0.4703 / -0.4787
- orbital gap (spin up / spin down) (eV) = 8.0 / 7.6
- LUMO (spin up / spin down) (Eh) = -0.1753 / -0.1993

Löwdin population analysis, charges in e, atoms 1 to 99: atom 1 (Fe): 0.679, atom 2 (O): -0.059, atom 3 (C): -0.243, atom 4 (C): 0.006, atom 5 (C): -0.044, atom 6 (C): -0.054, atom 7 (C): -0.062, atom 8 (C): -0.269, atom 9 (P): 1.098, atom 10 (C): -0.384, atom 11 (C): -0.095, atom 12 (C): -0.053, atom 13 (C): -0.064, atom 14 (C): -0.072, atom 15 (C): -0.128, atom 16 (C): -0.369, atom 17 (C): -0.130, atom 18 (C): -0.071, atom 19 (C): -0.070, atom 20 (C): -0.064, atom 21 (C): -0.088, atom 22 (C): -0.264, atom 23 (C): -0.004, atom 24 (C): -0.040, atom 25 (C): -0.052, atom 26 (C): -0.064, atom 27 (C): -0.257, atom 28 (P): 1.087, atom 29 (C): -0.382, atom 30 (C): -0.093, atom 31 (C): -0.053, atom 32 (C): -0.052, atom 33 (C): -0.061, atom 34 (C): -0.148, atom 35 (C): -0.398, atom 36 (C): -0.113, atom 37 (C): -0.077, atom 38 (C): -0.065, atom 39 (C): -0.056, atom 40 (C): -0.113, atom 41 (H): 0.098, atom 42 (H): 0.119, atom 43 (H): 0.116, atom 44 (H): 0.107, atom 45 (H): 0.093, atom 46 (H): 0.116, atom 47 (H): 0.114, atom 48 (H): 0.111, atom 49 (H): 0.083, atom 50 (H): 0.085, atom 51 (H): 0.115, atom 52 (H): 0.112, atom 53 (H): 0.113, atom 54 (H): 0.108, atom 55 (H): 0.125, atom 56 (H): 0.119, atom 57 (H): 0.116, atom 58 (H): 0.112, atom 59 (H): 0.110, atom 60 (H): 0.117, atom 61 (H): 0.116, atom 62 (H): 0.113, atom 63 (H): 0.070, atom 64 (H): 0.072, atom 65 (H): 0.115, atom 66 (H): 0.115, atom 67 (H): 0.115, atom 68 (H): 0.104, atom 69 (N): 0.073, atom 70 (C): -0.152, atom 71 (N): 0.057, atom 72 (C): -0.337, atom 73 (N): 0.164, atom 74 (C): -0.200, atom 75 (C): -0.039, atom 76 (N): 0.122, atom 77 (C): -0.083, atom 78 (C): -0.120, atom 79 (N): 0.081, atom 80 (H): 0.172, atom 81 (H): 0.141, atom 82 (H): 0.128, atom 83 (H): 0.121, atom 84 (H): 0.102, atom 85 (C): -0.083, atom 86 (C): -0.236, atom 87 (C): -0.590, atom 88 (N): 0.004, atom 89 (N): -0.030, atom 90 (C): -0.692, atom 91 (N): 0.121, atom 92 (S): 1.140, atom 93 (H): 0.082, atom 94 (H): 0.076, atom 95 (H): 0.077, atom 96 (H): 0.113, atom 97 (H): 0.107, atom 98 (H): 0.032, atom 99 (H): 0.110

Record order is preserved below.
Energy relative to the best compared isomer or geometry (same formula, charge and spin): 3.856, 1.776 eV
Record order is preserved below.
E_tot: -174954.4673, -130790.1708 eV